No. 1
Below is the molecule C4H5NO2, with properties calculated with wB97M-V/def2-TZVPD.

- ΔE to the lowest compared entry with this formula, charge and spin (kcal per mole) = 94.0
- E (a.u.) = -360.5197

Last column: Mulliken charge in e.
Positions of all 12 atoms, in Å:
O1 -1.7428 1.5303 2.0804  -0.429
C1 -1.3880 1.6606 0.9327  -0.076
C2 -0.6930 0.5721 0.0823  0.751
O2 -0.9752 0.5418 -1.1335  -0.621
N1 0.1056 -0.2271 0.7611  -0.451
C3 1.3063 -0.8734 0.1531  -0.290
C4 0.5747 -1.1772 -1.0399  -0.198
H1 -1.5667 2.5932 0.3478  0.303
H2 1.5785 -1.7326 0.7798  0.240
H3 2.1582 -0.1867 0.0536  0.248
H4 0.7815 -0.7072 -1.9945  0.243
H5 -0.1391 -1.9939 -1.0229  0.279

Force components x, y, z for each atom (eV/Å):
0.34 0.11 -1.15
-0.31 -0.12 0.64
0.15 -0.31 0.20
0.37 0.04 0.27
-0.14 0.34 0.00
0.11 -0.04 -0.17
0.06 -0.07 0.00
0.03 -0.27 0.20
-0.20 0.31 -0.16
-0.31 -0.17 -0.04
-0.19 0.01 0.21
0.08 0.16 0.01



No. 2
Below is the molecule C4H5NO2, with properties calculated with wB97M-V/def2-TZVPD.

- ΔE to the lowest compared entry with this formula, charge and spin (kcal per mole) = 57.8
- E (a.u.) = -360.5774

Last column: Mulliken charge in e.
Positions of all 12 atoms, in Å:
C1 0.1961 1.6602 -0.0063  -0.815
C2 -0.1442 0.4253 -0.0984  0.791
C3 -1.5533 0.1320 -0.0742  0.005
O1 -1.8294 -0.9884 -0.5411  -0.544
C4 0.9972 -0.5281 -0.1300  0.350
N1 0.7216 -1.8512 0.2470  -0.386
O2 2.0624 0.0840 -0.5073  -0.601
H1 1.1769 2.2388 0.0438  0.280
H2 -0.5960 2.4185 0.1706  0.218
H3 -2.2956 0.9380 0.6393  0.193
H4 1.4636 -2.5461 0.1746  0.263
H5 -0.1991 -1.9830 0.0820  0.246

Force components x, y, z for each atom (eV/Å):
0.76 6.15 1.14
0.27 -0.79 0.53
-1.53 -2.36 1.08
-1.25 2.68 1.19
3.00 1.04 -1.71
4.77 3.36 -0.14
-2.51 -3.95 1.71
-1.09 -1.84 -0.36
0.09 -0.66 -0.33
1.61 -2.29 -2.50
-0.68 0.29 -0.13
-3.45 -1.62 -0.47



Question: E of number 1 (C4H5NO2)?
Answer: -360.5197 a.u.



Copy entry 2 word for word.
Below is the molecule C4H5NO2, with properties calculated with wB97M-V/def2-TZVPD.

- ΔE to the lowest compared entry with this formula, charge and spin (kcal per mole) = 57.8
- E (a.u.) = -360.5774

Last column: Mulliken charge in e.
Positions of all 12 atoms, in Å:
C1 0.1961 1.6602 -0.0063  -0.815
C2 -0.1442 0.4253 -0.0984  0.791
C3 -1.5533 0.1320 -0.0742  0.005
O1 -1.8294 -0.9884 -0.5411  -0.544
C4 0.9972 -0.5281 -0.1300  0.350
N1 0.7216 -1.8512 0.2470  -0.386
O2 2.0624 0.0840 -0.5073  -0.601
H1 1.1769 2.2388 0.0438  0.280
H2 -0.5960 2.4185 0.1706  0.218
H3 -2.2956 0.9380 0.6393  0.193
H4 1.4636 -2.5461 0.1746  0.263
H5 -0.1991 -1.9830 0.0820  0.246

Force components x, y, z for each atom (eV/Å):
0.76 6.15 1.14
0.27 -0.79 0.53
-1.53 -2.36 1.08
-1.25 2.68 1.19
3.00 1.04 -1.71
4.77 3.36 -0.14
-2.51 -3.95 1.71
-1.09 -1.84 -0.36
0.09 -0.66 -0.33
1.61 -2.29 -2.50
-0.68 0.29 -0.13
-3.45 -1.62 -0.47